DFT (the ωB97M-V functional and the def2-TZVPD basis) results for a cluster of 2 separate species, C9H16N3O in total.

## Properties
Molecular weight ... 182.2 g/mol
Net charge ... +1
HOMO-LUMO gap ... 0.3217 Ha
Maximum force ... 2.65 eV/Å
Total energy ... -591.8141 hartree
LUMO energy ... -2.665 eV

Last columns: bonded neighbours and bond lengths (Å).
Atoms and positions in Å:
1 C 0.1526 0.6790 3.5858  N3 1.479, H11 1.085, H12 1.088, H13 1.096
2 C 0.9766 1.6159 1.4940  N3 1.326, N4 1.343, N5 1.369
3 N 0.4366 0.5900 2.1368  C1 1.479, C2 1.326, H6 1.012
4 N 1.1605 2.8143 2.0716  C2 1.343, H7 1.029, H8 1.007
5 N 1.5191 1.4917 0.2436  C2 1.369, H9 1.019, H10 1.025
6 H 0.2239 -0.2937 1.6907  N3 1.012
7 H 0.5374 3.0951 2.8405  N4 1.029
8 H 1.5826 3.5616 1.5453  N4 1.007
9 H 1.5148 0.5591 -0.1659  N5 1.019
10 H 1.6796 2.1944 -0.4847  N5 1.025
11 H -0.8675 0.9807 3.8009  C1 1.085
12 H 0.8507 1.3999 4.0069  C1 1.088
13 H 0.4328 -0.2668 4.0637  C1 1.096
14 C 0.9498 -0.2176 -3.2682  C16 1.503, H24 1.074, H25 1.094, H29 1.085
15 C -1.4331 -0.5237 -2.4350  C16 1.403, C17 1.398, H22 1.091
16 C -0.0510 -0.5400 -2.1940  C14 1.503, C15 1.403, C18 1.390
17 C -2.2660 -1.2337 -1.5656  C15 1.398, C19 1.417, H23 1.073
18 C 0.5087 -1.2135 -1.1145  C16 1.390, C20 1.394, H26 1.118
19 C -1.6828 -1.7696 -0.3909  C17 1.417, C20 1.401, O21 1.361
20 C -0.3002 -1.8869 -0.2010  C18 1.394, C19 1.401, H27 1.066
21 O -2.4577 -2.5175 0.4406  C19 1.361, H28 0.987
22 H -1.7819 -0.4874 -3.4685  C15 1.091
23 H -3.3374 -1.2844 -1.5946  C17 1.073
24 H 0.5941 0.3362 -4.1171  C14 1.074
25 H 1.2746 -1.0840 -3.8509  C14 1.094
26 H 1.5980 -1.4601 -1.0613  C18 1.118
27 H -0.0889 -2.5094 0.6379  C20 1.066
28 H -3.3932 -2.4608 0.1313  O21 0.987
29 H 1.6674 0.4311 -2.7774  C14 1.085